[1]
DFT (ωB97M-V with the def2-TZVPD basis set) results for a molecular structure, C26H45MnN5OS2Si4Te in a non-equilibrium geometry.

Values from the calculation:
- total charge = +2
- expectation value of S² = 3.882
- 2S+1 = 4
- orbital gap (alpha / beta) (eV) = 6.6 / 5.4

XYZ file:
```
85
Properties=species:S:1:pos:R:3:mulliken_spin:R:1
H 5.30 -2.07 1.09 -0.0003
Si 2.46 -4.19 0.53 0.0425
Mn 0.35 -0.09 0.07 2.3654
H 2.61 1.86 -1.45 -0.0010
Si 2.85 -4.49 2.86 0.0455
H 3.23 0.87 2.43 0.0014
C -2.12 4.58 -2.23 -0.0015
N -2.94 2.34 0.60 0.0095
H 3.03 -6.94 2.64 0.0002
H 4.67 -1.33 -0.40 -0.0007
H 4.09 0.26 1.02 -0.0022
C 3.84 -3.13 3.64 -0.0022
C -2.64 -0.54 3.76 0.0077
Te 0.67 -2.53 -0.06 0.6131
H 2.26 -8.41 -0.73 -0.0008
H -2.84 6.58 -2.55 0.0001
N -0.74 -0.22 1.77 -0.0141
C 1.11 -5.64 -2.37 0.0108
H 0.67 -3.60 3.66 0.0015
H 6.04 -5.11 0.93 -0.0009
H 3.19 -3.17 -2.51 0.0049
C 5.69 -5.21 -0.10 0.0069
H -3.41 -0.69 4.51 0.0002
H 3.98 -3.34 4.70 0.0009
C -1.90 0.46 1.72 0.0413
H 2.70 2.56 -5.41 0.0001
S 0.90 -0.39 -2.32 -0.0031
C -0.04 -6.43 0.35 0.0075
Si 4.59 -3.79 -0.57 0.0594
H 0.38 -6.36 -2.76 0.0013
H -0.63 -5.52 0.48 -0.0024
N -1.25 1.09 -0.46 -0.0103
C -2.87 5.71 -1.91 0.0021
H 0.18 -6.84 1.34 0.0007
H -3.84 0.80 2.58 0.0001
C -3.69 4.59 0.05 0.0019
C -0.50 -0.99 2.83 0.0003
H 0.46 -1.49 2.84 0.0193
H -0.66 -7.16 -0.17 0.0005
H 0.66 -4.65 -2.45 -0.0041
H 4.91 -3.20 -2.96 0.0017
H -1.18 -1.82 4.68 0.0015
H 6.30 -2.01 -0.36 0.0006
H 3.33 -2.17 3.57 0.0004
C 1.94 0.76 -3.05 0.0067
H 4.01 -4.71 -2.80 0.0012
C 3.13 1.83 -4.73 -0.0009
H 3.98 1.37 -5.23 0.0006
C -2.17 3.46 -1.42 0.0009
H 1.27 -4.87 4.74 0.0010
C 3.51 2.45 -3.37 0.0006
C -1.42 -1.17 3.85 0.0011
H -1.49 4.58 -3.11 -0.0001
H 4.02 -6.35 3.98 0.0018
H 4.57 2.35 -3.15 0.0002
C -2.88 0.31 2.68 -0.0007
H 3.17 -0.88 2.03 0.0106
H 3.55 -7.33 -1.26 0.0002
H 3.24 3.50 -3.30 0.0001
C 2.00 0.41 0.80 -0.1389
C 5.28 -2.15 0.00 0.0003
C -2.04 1.35 0.53 -0.0305
C -3.66 5.70 -0.77 -0.0016
H 0.52 -5.30 3.19 -0.0007
N 2.14 0.82 -4.36 0.0029
H 5.18 -6.17 -0.20 -0.0010
C 3.19 0.13 1.62 -0.0836
Si 1.52 -6.06 -0.61 -0.0033
C 4.14 -3.71 -2.37 0.0000
H 6.57 -5.23 -0.75 0.0028
H 3.22 -7.54 0.47 0.0005
H 1.98 -5.67 -3.02 -0.0004
H 4.83 -3.02 3.19 0.0002
C 3.71 -6.14 2.95 0.0070
H -4.29 4.58 0.95 0.0000
H -4.25 6.57 -0.51 0.0000
H 4.59 -6.18 2.32 -0.0007
H -3.42 2.48 1.47 -0.0010
O 1.70 1.49 0.33 0.0181
N 2.73 1.64 -2.43 0.0059
C 2.76 -7.46 -0.52 -0.0029
H 1.66 0.23 -5.01 -0.0008
C -2.94 3.47 -0.28 -0.0016
S -1.25 2.02 -1.91 -0.0021
C 1.17 -4.57 3.69 0.0025
```

---

[2]
DFT (ωB97M-V with the def2-TZVPD basis set) results for a molecular structure, C26H46CeCl2O2P2 in a non-equilibrium geometry.

Values from the calculation:
- total charge = +1
- expectation value of S² = 0.754
- 2S+1 = 2
- orbital gap (alpha / beta) (eV) = 7.5 / 7.5

XYZ file:
```
79
Properties=species:S:1:pos:R:3:mulliken_spin:R:1
H 1.96 0.05 -2.47 0.0000
C -0.05 1.62 -4.91 0.0032
C -1.66 0.84 1.39 -0.0143
C -0.92 0.47 -5.47 -0.0011
H 1.02 3.81 -0.58 -0.0007
C -2.19 -0.75 -0.37 0.0119
H 2.61 -2.81 -2.00 0.0001
C -2.87 1.16 -2.08 -0.0019
H 1.92 -2.33 -5.31 0.0000
H 2.51 0.47 -5.35 0.0000
C 1.33 -0.83 3.29 0.0008
H -3.81 1.56 -1.66 0.0045
H -1.62 -1.45 3.06 0.0002
H -3.19 0.40 -2.80 0.0008
C 1.96 3.27 -0.38 0.0017
C 1.39 -3.18 1.31 0.0010
H 1.60 -4.22 1.06 -0.0001
C 3.44 1.24 0.84 -0.0020
H 3.35 -1.81 -0.72 0.0005
H -0.91 0.95 3.41 -0.0005
Ce 0.00 0.01 -0.03 0.9718
C -2.14 -1.66 2.11 0.0057
H 3.20 -0.69 -4.24 0.0000
H 1.24 1.92 3.04 0.0002
H 3.54 0.40 1.54 0.0004
H -1.40 3.46 -1.01 -0.0003
H 3.99 2.09 1.26 -0.0003
H 2.75 -0.47 4.91 0.0000
C 0.53 1.27 -3.58 0.0108
C 1.39 2.59 2.19 -0.0003
H -0.63 2.56 -4.84 0.0001
Cl 4.12 -1.39 3.20 0.0000
H 0.41 -4.48 -1.01 0.0006
H -3.07 -2.10 -1.91 0.0016
C -2.06 0.64 -0.98 0.0909
H -2.77 3.45 0.11 0.0016
H -1.12 3.63 0.72 0.0003
C -1.67 1.60 0.12 0.0035
H 0.00 1.78 -2.77 -0.0058
H -1.45 2.51 2.75 0.0006
H -0.72 -4.01 0.28 -0.0003
Cl 2.28 -2.79 4.93 0.0000
H -1.93 0.82 -5.74 -0.0001
H 0.76 1.86 -5.63 -0.0002
H -1.80 -2.67 1.79 -0.0011
H -0.99 -3.44 -1.35 -0.0026
P 1.74 1.79 0.59 -0.0237
H 2.45 3.08 -1.34 0.0003
C -1.64 1.43 2.74 0.0007
C -3.07 -1.86 -0.84 -0.0023
C 1.55 0.40 -3.43 0.0020
H 2.27 3.21 2.41 -0.0002
H 1.16 -1.10 -6.26 0.0000
H -3.22 -1.75 2.35 -0.0010
H 2.62 3.94 0.20 -0.0001
H 0.57 -3.18 2.03 -0.0003
H -0.50 0.18 -6.45 0.0001
C -0.96 -0.75 -4.58 0.0014
C 2.24 -0.27 -4.58 -0.0007
H -2.62 1.29 3.22 -0.0002
O 0.29 -0.78 3.98 0.0001
H -1.95 -1.08 -4.21 0.0009
C 2.63 -2.62 -0.92 -0.0040
H -0.07 -2.61 -4.09 -0.0007
P 0.98 -2.33 -0.26 -0.0182
H 3.93 0.95 -0.10 0.0001
C -0.20 -3.65 -0.63 -0.0006
H -2.41 2.00 -2.62 0.0008
H -4.12 -1.61 -0.60 0.0017
C -1.92 -0.60 1.10 -0.0209
C 1.37 -1.38 -5.21 0.0008
H 2.28 -2.77 1.78 0.0002
O 1.43 -0.59 2.04 -0.0123
C 2.60 -1.24 4.14 -0.0002
C -1.73 3.10 -0.02 -0.0034
H 0.53 3.27 2.13 -0.0003
C 0.07 -1.60 -4.49 -0.0006
H -2.87 -2.81 -0.31 -0.0006
H 3.04 -3.53 -0.47 -0.0005
```

---

[3]
DFT (ωB97M-V with the def2-TZVPD basis set) results for a molecular structure, C26H46N6P2SSc.

Values from the calculation:
- total charge = +3
- 2S+1 = 1
- orbital gap (eV) = 8.6

XYZ file:
```
82
Properties=species:S:1:pos:R:3:mulliken_charge:R:1
H 1.60 3.48 -0.93 0.4019
H -2.24 4.64 0.13 0.5027
H -4.20 1.55 0.63 0.3120
N 1.44 -3.61 0.04 0.4309
C -2.75 0.19 2.90 0.6556
H 1.71 -2.41 -4.09 0.4988
C -1.65 2.24 2.92 0.5275
C -4.06 -0.46 -0.13 -1.0613
H 0.91 -1.27 -3.01 -0.0254
H 1.33 -0.48 3.25 0.5324
C 4.26 -0.21 -2.56 -0.8867
C -2.76 2.96 -1.11 -0.8816
C -2.34 3.56 0.21 -0.6876
H 4.15 -0.81 0.77 0.3814
H -0.81 1.92 -3.67 0.4630
C 1.10 3.20 -1.86 -1.5502
C 1.83 -4.48 -2.62 -1.2231
H 2.89 -0.92 2.55 0.6084
H -2.84 1.09 -1.93 0.3583
H -2.03 3.19 -1.89 0.2334
H -0.52 0.17 -3.56 0.4028
H 0.67 -5.17 1.20 0.3458
C -2.10 2.51 4.20 -1.1514
C 2.45 1.94 1.83 -1.5627
H -3.09 3.37 0.97 0.4424
H 1.80 3.38 -2.67 0.4980
C 2.18 0.59 -1.63 0.3459
H 3.51 1.70 1.91 0.5120
H -3.88 -0.33 4.64 0.5822
P 1.54 0.53 1.10 1.8928
H -0.02 -2.60 -3.76 0.3998
N -2.85 -0.85 0.66 0.2214
C 3.03 0.42 -2.71 -0.8321
H 2.08 2.14 2.83 0.5295
H 5.61 -1.14 -1.17 0.5123
C 0.88 -2.93 -0.97 0.1073
C 0.71 -4.08 1.22 -1.0589
N -1.94 1.08 2.29 0.9958
H -2.45 -1.87 2.44 0.4459
H -4.11 -1.34 2.31 0.4898
N -1.07 2.94 0.68 0.0591
C 1.83 -0.77 2.32 -1.0547
C 2.83 -4.09 -0.01 -1.2196
H 2.36 2.84 1.22 0.3502
N 1.30 -3.16 -2.21 0.2544
C -4.11 1.04 -0.33 -0.6076
H -0.31 3.35 0.15 0.2076
H 1.22 -3.78 2.13 0.4392
Sc -1.10 0.66 0.26 -0.9761
H -1.14 4.25 2.36 0.5774
H -3.26 1.76 5.84 0.4790
H 0.21 3.12 2.34 0.3569
C -0.85 3.22 2.11 -0.9827
H 2.75 0.77 -3.70 0.4043
H -1.86 3.46 4.67 0.6017
H -3.71 3.39 -1.43 0.5047
C 0.94 -2.30 -3.33 -1.0261
C 4.65 -0.66 -1.30 -0.9520
C -0.05 1.16 -3.48 -1.4287
C -2.89 1.57 4.84 -0.5804
H -3.98 -0.95 -1.10 0.4259
H -2.54 -1.74 0.30 0.3487
H 1.33 -4.75 -3.55 0.4535
H 0.23 3.85 -2.02 0.4340
H 3.28 -3.88 0.96 0.3649
H -4.97 -0.82 0.34 0.4111
H 2.90 -5.16 -0.20 0.4043
H -0.31 -3.69 1.21 0.2432
C 3.81 -0.48 -0.21 -1.1688
N -2.85 1.49 -0.99 0.1019
C 2.58 0.14 -0.36 0.2254
H 4.92 -0.33 -3.41 0.4853
H 0.71 1.26 -4.25 0.4789
H 1.59 -5.23 -1.87 0.4304
H -4.98 1.32 -0.93 0.5595
H 3.38 -3.54 -0.78 0.3598
P 0.58 1.44 -1.80 1.7427
S -0.44 -1.81 -0.68 -0.2975
C -3.23 0.40 4.18 -1.0298
H 2.90 -4.44 -2.79 0.3487
H 1.39 -1.70 1.97 -0.0825
C -3.08 -1.04 2.11 -1.3551
```